ORCA calculation (ωB97M-V/def2-TZVPD) on the molecule C4H5NO.

As for the energy relative to the best compared isomer or geometry (same formula, charge and spin): 90.27 kJ/mol. The calculation puts the HOMO energy at -0.3310 hartree. The calculation puts the maximum force at 0.0191 hartree/bohr. The calculation puts the orbital gap at 9.93 eV. The calculation puts the electronic energy at -7765.5909 eV.

The geometry in XYZ format:
```
11
Properties=species:S:1:pos:R:3:nbo_charge:R:1
C 1.18 0.35 -1.01 -0.649
C 0.34 -0.34 -0.03 0.219
C -0.92 -0.75 -0.28 -0.098
N -1.75 -0.42 0.78 -0.458
C -0.93 0.09 1.64 0.320
O 0.36 0.14 1.26 -0.414
H 2.15 0.49 -0.57 0.224
H 1.21 -0.18 -1.97 0.231
H 0.73 1.34 -1.23 0.221
H -1.22 -1.18 -1.23 0.211
H -1.16 0.47 2.63 0.193
```